i) An isolated molecule of C3H6O2. Source: the OMol25 dataset; level of theory: wB97M-V/def2-TZVPD.

Structure (XYZ):
```
11
Properties=species:S:1:pos:R:3
O -1.5895 0.0633 -0.5142
C -0.4495 0.0163 0.3325
C 0.6585 -0.9799 -0.1207
O 1.5043 0.1158 -0.4799
C 0.5023 1.1151 -0.0796
H -2.2580 -0.5548 -0.1375
H -0.8175 -0.0209 1.3641
H 1.2063 -1.5596 0.7662
H 0.4289 -1.7400 -0.9343
H 0.8943 1.8038 0.6680
H -0.0801 1.7408 -0.8646
```

charge: 0
HOMO: -9.770 eV
gap between HOMO and LUMO: 10.6 eV
structure (SMILES): OC1COC1

=====

ii) A cluster of 2 separate species, C3H6O2 in total. Source: the OMol25 dataset; level of theory: wB97M-V/def2-TZVPD.

Structure (XYZ):
```
11
Properties=species:S:1:pos:R:3
C -1.1746 -0.6697 -0.0362
C 1.3215 -0.0529 -0.3489
C -0.0583 0.2828 0.1411
O -2.3223 -0.2850 -0.0849
O -0.4101 1.5694 0.0854
H -0.9030 -1.7363 -0.0546
H 1.3473 0.0332 -1.4383
H 1.5906 -1.0663 -0.0643
H 2.0455 0.6453 0.0674
H -0.0478 -0.3259 1.6757
H -1.3887 1.6054 0.0577
```

charge: 0
HOMO: -9.637 eV
gap between HOMO and LUMO: 10.0 eV

=====

Result of the stability comparison: i) is the most stable of them.

=====

i) An isolated molecule of C7H13N. Source: the OMol25 dataset; level of theory: wB97M-V/def2-TZVPD.

Structure (XYZ):
```
21
Properties=species:S:1:pos:R:3
C -0.8448 2.3505 0.3777
C -0.1868 0.9764 0.2696
N 0.8981 0.8299 1.1953
C -1.0491 -0.2093 0.0002
C -0.6222 -1.5740 0.4920
C 0.3971 -2.0310 -0.5777
C 1.2104 -0.7924 -1.0037
C 0.0685 0.2072 -0.9386
H -1.4182 2.4454 1.2752
H -0.0312 3.1684 0.3620
H -1.5193 2.4086 -0.4775
H 1.6417 1.5214 0.8547
H 0.5827 1.3261 2.0072
H -2.1320 -0.2507 -0.2317
H -0.0065 -1.5177 1.3929
H -1.3491 -2.4263 0.5263
H -0.1425 -2.4660 -1.4335
H 0.9286 -2.8881 -0.1795
H 1.8661 -0.4907 -0.2131
H 1.6515 -0.8815 -2.0026
H -0.1977 0.6779 -1.9648
```

charge: 0
HOMO: -9.243 eV
gap between HOMO and LUMO: 10.3 eV
structure (SMILES): C[C@@]1(N)[C@@H]2CCC[C@@H]21

=====

ii) An isolated molecule of C7H13N. Source: the OMol25 dataset; level of theory: wB97M-V/def2-TZVPD.

Structure (XYZ):
```
21
Properties=species:S:1:pos:R:3
C 1.5357 0.7344 -1.6234
C 1.0124 1.2057 -0.4859
C 0.2130 0.4024 0.4517
C 0.7919 -0.5564 1.1807
C 2.2549 -0.9152 1.3552
C -1.2681 0.6334 0.5809
C -2.0784 0.1341 -0.6193
N -2.2797 -1.3170 -0.5374
H 1.5075 -0.3356 -1.7956
H 1.9784 1.4137 -2.3355
H 1.0278 2.2914 -0.4742
H 0.1467 -1.2592 1.6990
H 2.7044 -1.1119 0.3830
H 2.8376 -0.1712 1.8869
H 2.2787 -1.8186 1.9278
H -1.5222 1.6876 0.7065
H -1.5973 0.1196 1.4810
H -3.0698 0.5775 -0.6206
H -1.5485 0.4627 -1.5170
H -2.9434 -1.5884 -1.2529
H -1.4156 -1.8130 -0.7186
```

charge: 0
HOMO: -8.729 eV
gap between HOMO and LUMO: 9.8 eV
structure (SMILES): C=C/C(=C\C)CCN

=====

Result of the stability comparison: ii) is the most stable of them.

=====

i) An isolated molecule of C7H13N. Source: the OMol25 dataset; level of theory: wB97M-V/def2-TZVPD.

Structure (XYZ):
```
21
Properties=species:S:1:pos:R:3
C 0.5160 -0.6740 2.9492
C -0.1594 -0.2023 2.0811
C -0.9997 0.4119 1.0677
C -2.0402 -0.5940 0.5734
C -0.1494 1.0046 -0.0717
C 0.3905 -0.0110 -1.0859
C 1.3437 0.6993 -2.0599
N 1.0036 -1.1347 -0.3991
H 1.1127 -1.1096 3.6935
H -1.5219 1.2508 1.5495
H -2.6525 -0.1501 -0.2091
H -2.6874 -0.8938 1.3948
H -1.5421 -1.4775 0.1854
H 0.6932 1.5402 0.3747
H -0.7553 1.7321 -0.6168
H -0.4469 -0.4188 -1.6657
H 0.8375 1.5171 -2.5668
H 1.7059 0.0009 -2.8128
H 2.2013 1.1034 -1.5234
H 1.4034 -1.7822 -1.0696
H 1.7468 -0.8125 0.2115
```

charge: 0
HOMO: -8.940 eV
gap between HOMO and LUMO: 10.0 eV
structure (SMILES): C#C[C@H](C)C[C@@H](C)N

=====

ii) A cluster of 2 separate species, C7H13N in total. Source: the OMol25 dataset; level of theory: wB97M-V/def2-TZVPD.

Structure (XYZ):
```
21
Properties=species:S:1:pos:R:3
C 1.0086 -0.8958 -2.6420
C 0.6803 -1.2442 -1.2458
C -0.7808 0.1929 2.8837
C 0.9793 -2.2416 -0.4532
N -0.1522 -0.0740 1.8236
H 0.1077 -0.8065 -3.2552
H 1.5366 0.0601 -2.7012
H 1.6534 -1.6644 -3.0947
H -0.8310 -0.5640 3.6649
H -1.2985 1.1383 3.0838
H 1.6030 -3.0730 -0.7991
H 0.6366 -2.2765 0.5766
C -1.1969 0.5796 -0.2833
C -0.0862 0.8971 0.7302
C -0.1794 2.3003 1.0223
H 0.8272 0.5936 0.1354
H -2.1896 0.4876 0.1607
H -1.2079 1.2873 -1.1124
H -0.7618 -0.4070 -0.7310
H -0.0417 3.0097 0.2185
H -0.3066 2.7005 2.0182
```

charge: 0
HOMO (spin up / spin down): -7.914 / -7.851 eV
gap between HOMO and LUMO (spin up / spin down): 8.3 / 8.0 eV

=====

Result of the stability comparison: i) is the most stable of them.

=====

i) A cluster of 2 separate species, C12H17N in total. Source: the OMol25 dataset; level of theory: wB97M-V/def2-TZVPD.

Structure (XYZ):
```
30
Properties=species:S:1:pos:R:3
C -1.4865 -3.1333 1.0982
C -2.7871 -2.4328 1.3567
H -1.8653 -4.1574 0.6220
H -0.9730 -2.8974 0.0693
H -0.8357 -3.3180 1.9904
H -2.7478 -1.5467 2.0902
H -3.4945 -3.0804 1.9844
H -3.3198 -2.1322 0.3901
C -0.7622 -0.2914 -1.3445
C -1.0414 -0.2401 -2.8772
C 0.0376 0.8116 -0.8176
C -0.3905 2.1364 -1.0683
C 1.1506 0.8873 0.0652
C 1.3299 2.3237 0.4290
C 2.0230 0.0059 0.7145
C 2.4494 2.7543 1.1588
C 3.0905 0.4846 1.4419
C 3.2399 1.8253 1.7106
N 0.3922 2.9964 -0.3247
H -1.7670 -0.2321 -0.9115
H -0.3365 -1.2963 -1.1349
H -0.6981 0.6545 -3.4283
H -1.1483 2.4299 -1.7504
H 0.1864 3.8838 -0.5537
H 1.9866 -0.9219 0.1091
H 2.5294 3.7966 1.2910
H 3.7086 -0.2670 2.0154
H 4.1691 2.3330 2.0856
H -2.0767 -0.2487 -3.1761
H -0.5632 -1.1277 -3.2353
```

⟨S²⟩: 0.772
charge: +1
HOMO (spin up / spin down): -13.008 / -13.106 eV
2S+1: 2
gap between HOMO and LUMO (spin up / spin down): 9.2 / 6.1 eV

=====

ii) A cluster of 2 separate species, C12H17N in total. Source: the OMol25 dataset; level of theory: wB97M-V/def2-TZVPD.

Structure (XYZ):
```
30
Properties=species:S:1:pos:R:3
C -1.0528 -0.0051 -4.1595
C -0.7276 0.1671 -5.6496
C -2.4410 0.3414 -3.6849
H -0.2855 0.4326 -3.5021
H -0.8104 -1.0250 -3.8096
H -1.0655 1.1323 -6.0154
H 0.3066 -0.1465 -5.7403
H -3.3031 -0.3298 -3.8082
H -1.3798 -0.5519 -6.1544
H -2.8640 1.1522 -4.2942
H -2.5228 0.5795 -2.6224
C 3.3322 0.4961 1.4690
C -0.1253 -0.7757 1.6337
C 0.8697 0.1873 1.9943
C 2.1152 -0.3670 1.6191
C 1.8637 -1.7062 1.2294
C -1.8672 0.8344 1.7587
C -1.4399 -0.4833 1.4429
C -0.9250 1.7706 2.1679
C 0.4028 1.4617 2.3693
N 0.5605 -1.9289 1.2294
H -2.9214 1.0684 1.7856
H -2.2108 -1.1810 1.1401
H -1.3254 2.7494 2.3724
H 1.1151 2.1140 2.8576
H 0.1603 -2.8170 0.9617
H 2.5515 -2.4555 0.8732
H 3.3475 1.0409 2.4099
H 3.2136 1.1030 0.5743
H 4.2468 -0.0781 1.3434
```

⟨S²⟩: 0.775
charge: +1
HOMO (spin up / spin down): -12.800 / -12.800 eV
2S+1: 2
gap between HOMO and LUMO (spin up / spin down): 9.0 / 5.9 eV

=====

Result of the stability comparison: ii) is the most stable of them.

=====

i) A cluster of 2 separate species, C5H14N2 in total. Source: the OMol25 dataset; level of theory: wB97M-V/def2-TZVPD.

Structure (XYZ):
```
21
Properties=species:S:1:pos:R:3
C -1.7352 -0.7045 -0.5183
N -0.3279 -0.4529 -0.2366
C 0.4733 -1.3767 -1.0268
C -3.3449 0.5375 1.2372
C 0.4711 0.6157 0.3562
C 1.7154 1.0465 -0.1901
N 3.0433 0.2569 0.1100
H -2.0075 -1.7509 -0.2818
H -2.7097 0.0981 0.4163
H -2.0164 -0.2892 -1.5148
H 1.4972 -0.9796 -1.0377
H 0.4561 -2.3226 -0.5039
H 0.1379 -1.4367 -2.1303
H -2.5722 0.9146 1.9150
H -4.0234 1.2225 0.7164
H -3.9059 -0.1422 1.9164
H -0.0021 0.8592 1.2820
H 1.9304 2.0599 0.1839
H 1.7902 1.1182 -1.3707
H 3.7254 0.9698 0.3860
H 2.7572 -0.1258 1.0042
```

charge: 0
HOMO: -6.116 eV
gap between HOMO and LUMO: 5.4 eV

=====

ii) A structure of composition C5H14N2. Source: the OMol25 dataset; level of theory: wB97M-V/def2-TZVPD.

Structure (XYZ):
```
21
Properties=species:S:1:pos:R:3
C -0.2750 -1.2284 0.3250
C 0.3310 -2.1643 -0.7197
C -1.7915 -1.3646 0.4735
H 0.1878 -1.4436 1.2968
H 0.4269 0.1148 0.5698
H -2.1782 -0.6924 1.2407
H 0.1192 -3.2077 -0.4804
H -0.0788 -1.9556 -1.7092
H 1.4132 -2.0460 -0.7723
H -2.0644 -2.3849 0.7523
H -2.2958 -1.1319 -0.4665
C -0.3021 2.3877 0.7786
N 0.4747 1.3798 0.0760
C 1.6012 1.7701 -0.6065
N 2.3138 1.1034 -1.4265
H -0.1784 -0.0704 -0.2397
H 1.9199 0.1759 -1.5969
H 1.9331 2.7952 -0.4056
H -0.7554 3.0991 0.0821
H -1.1079 1.9060 1.3378
H 0.3069 2.9579 1.4906
```

charge: 0
HOMO: -8.582 eV
gap between HOMO and LUMO: 9.4 eV

=====

iii) A cluster of 2 separate species, C5H14N2 in total. Source: the OMol25 dataset; level of theory: wB97M-V/def2-TZVPD.

Structure (XYZ):
```
21
Properties=species:S:1:pos:R:3
C -0.7413 0.3983 2.4890
C 0.2406 0.1662 1.3770
N 0.6884 1.3493 0.7338
C 0.8175 -1.0341 1.1888
N 1.7120 -1.3196 0.1479
H -1.6373 0.8818 2.0958
H -0.3201 1.0529 3.2558
H -1.0222 -0.5369 2.9616
H 0.5865 2.1657 1.3141
H 1.6281 1.2810 0.3653
H 0.5089 -1.8824 1.7802
H 1.6691 -2.2874 -0.1491
H 1.5468 -0.6981 -0.6572
C -0.3400 0.6045 -2.4935
C -1.0679 -0.5025 -1.7432
H -0.4665 1.5544 -1.9781
H -0.7088 0.6973 -3.5149
H 0.7274 0.3976 -2.5409
H -0.8612 -1.4744 -2.1912
H -2.1436 -0.3511 -1.8014
H -0.8160 -0.4624 -0.6398
```

charge: 0
HOMO: -7.240 eV
gap between HOMO and LUMO: 8.3 eV
structure (SMILES): C/C(N)=C/N.CC

=====

Result of the stability comparison: iii) is the most stable of them.

=====

i) An isolated molecule of C5H14N2. Source: the OMol25 dataset; level of theory: wB97M-V/def2-TZVPD.

Structure (XYZ):
```
21
Properties=species:S:1:pos:R:3
C 1.7566 1.4316 -1.3170
C 0.6072 1.8248 -0.3826
C -0.0343 0.7012 0.4743
C -1.3720 1.2073 1.1133
N -0.1078 -0.5269 -0.2822
C -0.3672 -1.6701 0.5965
N -0.4905 -2.9198 -0.2531
H 1.7965 0.3686 -1.5537
H 2.7043 1.8178 -0.9426
H 1.5639 1.9026 -2.2839
H -0.1995 2.1758 -1.0570
H 0.7319 2.6726 0.3003
H 0.6596 0.5493 1.3239
H -2.2829 1.1051 0.5302
H -1.2303 2.2900 1.1984
H -1.3591 0.8623 2.1449
H -0.8637 -0.4904 -0.9596
H -1.2996 -1.5370 1.1468
H 0.4849 -1.7799 1.2726
H -0.4610 -3.5683 0.5389
H 0.4538 -3.0345 -0.6235
```

charge: 0
HOMO: -8.908 eV
gap between HOMO and LUMO: 10.0 eV
structure (SMILES): CC[C@@H](C)NCN

=====

ii) An isolated molecule of C5H14N2. Source: the OMol25 dataset; level of theory: wB97M-V/def2-TZVPD.

Structure (XYZ):
```
21
Properties=species:S:1:pos:R:3
C -2.9232 -0.4612 -0.4325
N -1.5003 -0.0364 -0.5052
C -0.5957 -0.8811 0.2736
C 0.8327 -0.3935 0.0462
C 1.7855 -1.1725 0.9918
N 0.8840 1.0891 0.3417
C 1.5196 1.8308 -0.7756
H -3.3396 -0.1754 0.5349
H -2.9597 -1.5526 -0.4160
H -3.4241 -0.0272 -1.2929
H -1.5015 0.9024 -0.1335
H -0.9017 -0.8657 1.3322
H -0.6868 -1.8872 -0.1463
H 1.0168 -0.4780 -1.0223
H 1.7899 -0.7047 1.9729
H 2.7802 -1.1761 0.5558
H 1.4026 -2.1888 1.0524
H 1.5049 1.1303 1.1372
H 1.3171 2.8931 -0.6716
H 2.5619 1.5916 -0.9839
H 0.8884 1.5340 -1.6233
```

charge: 0
HOMO: -8.542 eV
gap between HOMO and LUMO: 9.7 eV
structure (SMILES): CNC[C@H](C)NC

=====

Result of the stability comparison: i) is the most stable of them.

=====

i) A cluster of 2 separate species, C5H14N2 in total. Source: the OMol25 dataset; level of theory: wB97M-V/def2-TZVPD.

Structure (XYZ):
```
21
Properties=species:S:1:pos:R:3
C -1.7530 0.8844 -0.4255
C -0.5767 -1.2736 -0.8749
C -0.6631 -0.4127 1.4712
C 2.2813 -0.6967 -0.3339
C -0.5663 -0.0540 -0.0007
N 0.8064 1.7812 0.1471
N 0.6315 0.6575 -0.5066
H -1.7522 0.7336 -1.4647
H -2.6760 0.4415 -0.0102
H -1.5042 1.9230 -0.0753
H -0.0595 -0.9778 -1.7672
H -1.5655 -1.6206 -1.0870
H -0.0246 -2.0557 -0.4390
H -0.8552 0.4102 2.2867
H -1.5107 -1.0455 1.6934
H 0.3120 -0.8943 1.7315
H 1.9107 -1.6675 -0.7108
H 2.7064 0.0462 -1.0681
H 2.8692 -0.7339 0.5646
H 1.3753 2.4461 -0.2455
H 0.6144 2.1085 1.1147
```

charge: 0
HOMO: -7.253 eV
gap between HOMO and LUMO: 8.2 eV

=====

ii) A structure of composition C5H14N2. Source: the OMol25 dataset; level of theory: wB97M-V/def2-TZVPD.

Structure (XYZ):
```
21
Properties=species:S:1:pos:R:3
C -1.5801 -0.5705 -0.5252
C 1.1122 1.2269 -1.2474
C -2.7773 -0.3510 0.3866
C 0.6662 1.0005 0.1649
N 0.3419 1.9735 0.9156
H 0.1660 1.7166 1.8845
H -1.4543 -1.6312 -0.7728
H -1.6948 -0.0147 -1.4558
H 2.1989 1.3328 -1.2871
H 0.8240 0.4069 -1.9026
H 0.6721 2.1547 -1.6014
H -2.6485 -0.8696 1.3415
H -3.7043 -0.7549 -0.0307
H -2.9163 0.7140 0.5909
C 2.1621 -1.0758 0.3130
N 0.9381 -0.3529 0.6750
H 0.7368 -0.4113 1.6676
H -0.4405 -0.6814 0.2484
H 3.0615 -0.5309 0.6096
H 2.1602 -2.0545 0.7903
H 2.1759 -1.2273 -0.7649
```

charge: 0
HOMO: -7.892 eV
gap between HOMO and LUMO: 8.7 eV

=====

iii) A cluster of 2 separate species, C5H14N2 in total. Source: the OMol25 dataset; level of theory: wB97M-V/def2-TZVPD.

Structure (XYZ):
```
21
Properties=species:S:1:pos:R:3
C -2.5232 -0.5918 1.9879
C -1.4530 0.3323 1.4663
N -0.6202 -0.2198 0.4147
C -0.2433 0.8107 -0.4626
C 0.4739 0.2240 -1.6752
N 1.5461 -0.7478 -1.3694
C 2.6530 -0.1334 -0.6523
H -3.0259 -0.1351 2.8387
H -3.2608 -0.8162 1.2215
H -2.0404 -1.4899 2.4232
H -2.0313 1.2364 1.1523
H -0.8423 0.6901 2.3261
H 0.4463 1.0425 0.4674
H -0.9657 1.5278 -0.8741
H 1.0656 2.1575 -0.1847
H 1.0686 0.8953 -2.2967
H -0.3603 -0.2813 -2.2117
H 1.1255 -1.4701 -0.7887
H 3.4779 -0.8124 -0.7125
H 2.4365 0.0984 0.4295
H 2.8307 0.8305 -1.1105
```

charge: 0
HOMO: -8.310 eV
gap between HOMO and LUMO: 7.7 eV

=====

Result of the stability comparison: ii) is the most stable of them.

=====

i) A structure of composition C5H14N2. Source: the OMol25 dataset; level of theory: wB97M-V/def2-TZVPD.

Structure (XYZ):
```
21
Properties=species:S:1:pos:R:3
C 0.2153 1.5307 2.4671
C 0.8817 1.5199 1.0790
N 1.5198 0.2418 0.8314
C 0.3959 -0.7266 0.6187
C -0.1487 -0.6648 -0.9868
N 1.0019 -0.3072 -1.9051
C 0.0181 0.3272 -2.6436
H -0.0199 2.5869 2.5814
H -0.6352 0.8592 2.5101
H 0.8911 1.2772 3.2980
H 0.0964 1.7796 0.2438
H 1.5541 2.3315 1.0830
H -0.4642 -0.2726 1.2342
H 0.6130 -1.7832 0.9036
H -2.4609 -4.5345 -1.6407
H -0.6240 0.2400 -0.5580
H -0.9517 -1.4363 -1.4533
H 1.8787 0.2166 -0.2098
H -0.1034 1.4421 -2.7893
H -3.1023 -4.2647 -1.3245
H -0.5554 -0.3630 -3.3394
```

charge: 0
HOMO: -7.803 eV
gap between HOMO and LUMO: 7.5 eV

=====

ii) An isolated molecule of C5H14N2. Source: the OMol25 dataset; level of theory: wB97M-V/def2-TZVPD.

Structure (XYZ):
```
21
Properties=species:S:1:pos:R:3
C -0.2326 2.5863 -1.9010
N 0.1457 1.1915 -1.5236
C -0.9254 0.6488 -0.6699
C -0.5168 -0.8311 -0.2367
N 0.7272 -0.9066 0.6295
C 0.3356 -0.3839 2.0056
C 1.0653 -2.4239 0.7093
H 0.1737 2.8140 -2.8425
H -1.3531 2.6693 -1.8081
H 0.2641 3.3790 -1.1180
H 0.9771 1.1606 -0.9479
H -1.1519 1.2036 0.2965
H -1.7779 0.5830 -1.3511
H -0.2586 -1.2382 -1.1450
H -1.3862 -1.3243 0.1964
H -0.0944 0.6044 2.0945
H 1.1798 -0.2418 2.6195
H -0.4244 -0.9126 2.7661
H 0.7462 -2.8700 -0.2861
H 2.1209 -2.7360 1.0716
H 0.3858 -2.9720 1.4406
```

charge: 0
HOMO: -8.786 eV
gap between HOMO and LUMO: 9.9 eV
structure (SMILES): CNCCN(C)C

=====

iii) A structure of composition C5H14N2. Source: the OMol25 dataset; level of theory: wB97M-V/def2-TZVPD.

Structure (XYZ):
```
21
Properties=species:S:1:pos:R:3
N -2.9291 -1.1840 -0.2116
C -1.8390 -0.2326 -0.2185
C -2.1284 1.1478 0.4445
C -0.3352 -0.6283 -0.0238
N 0.4285 0.4735 -0.5538
C 2.1707 -0.2790 -0.2653
C 3.1073 0.7675 0.3273
H -2.7573 -1.8026 -0.9886
H -3.3649 -1.6409 0.5676
H -1.7920 0.0934 -1.2683
H -1.1754 1.6678 0.3991
H -2.3446 1.0152 1.5080
H -2.9245 1.6693 -0.0785
H -0.1146 -1.0159 0.9826
H -0.2405 -1.5716 -0.6225
H 1.9161 -0.9440 0.5337
H 1.4202 0.2294 -1.0927
H 2.7326 -0.8356 -1.0208
H 2.8398 1.8044 0.1350
H 3.1855 0.6741 1.4147
H 4.1446 0.5919 0.0318
```

charge: 0
HOMO: -8.498 eV
gap between HOMO and LUMO: 9.5 eV

=====

Result of the stability comparison: ii) is the most stable of them.